(1)
{
  "formula": "C30H59IO17",
  "method": "ωB97M-V/def2-TZVPD",
  "total_charge": 0,
  "gap_ev": 7.88,
  "mol_weight_g_mol": 818.7,
  "species": ["C", "C", "O", "H", "O", "H", "O", "C", "O", "C", "H", "H", "C", "H", "H", "H", "H", "H", "H", "O", "H", "C", "H", "H", "O", "C", "H", "H", "C", "H", "O", "C", "C", "H", "C", "H", "H", "C", "C", "H", "C", "H", "H", "H", "H", "H", "C", "C", "H", "H", "H", "O", "H", "H", "H", "H", "C", "O", "C", "H", "H", "O", "O", "C", "H", "H", "C", "O", "H", "H", "C", "H", "H", "O", "H", "H", "C", "H", "H", "H", "H", "O", "C", "O", "H", "H", "C", "C", "H", "C", "H", "H", "H", "H", "H", "C", "H", "O", "H", "O", "H", "H", "I", "H", "C", "C", "C"],
  "xyz": [[11.913, -4.948, -6.760], [5.104, -0.209, -2.922], [9.631, -1.886, -7.179], [-5.361, 3.877, -1.476], [2.439, -4.536, 1.729], [7.303, -5.384, -1.065], [-5.990, 0.638, 0.917], [-5.550, -0.505, 0.199], [-1.336, -5.602, 0.951], [6.275, -0.895, -0.966], [-6.009, 0.617, 2.948], [-7.795, 8.196, 5.979], [-5.306, 0.850, 2.143], [4.539, -4.853, -2.832], [-6.476, 5.241, 1.341], [12.162, -2.781, -7.812], [4.208, -2.525, -2.023], [-8.739, 5.593, 7.508], [7.549, -5.788, -2.797], [-8.917, 6.493, 5.695], [-3.275, 3.110, -0.516], [1.322, -3.893, 2.332], [-10.809, 2.475, 4.316], [-6.148, -1.371, 0.492], [0.988, -4.105, 3.532], [-4.200, 2.826, -0.002], [8.846, -0.793, -3.760], [6.486, -1.974, 0.858], [10.885, -1.541, -6.592], [-5.709, -0.319, -0.866], [-3.222, -4.367, 1.864], [8.406, -2.808, -5.188], [-4.864, 2.310, 2.291], [-7.869, 4.173, 1.548], [-1.147, -3.269, 2.020], [9.496, -3.909, -6.722], [0.464, -2.952, 0.396], [0.342, -2.874, 1.528], [5.116, -4.502, -1.972], [8.043, -3.124, -7.263], [-5.263, 3.856, -0.387], [6.968, -2.913, -0.523], [-9.928, 6.908, 7.478], [-4.420, 2.412, 3.288], [-10.945, 6.784, 4.554], [5.636, 0.659, -3.319], [-10.630, 5.041, 6.655], [7.451, -4.974, -2.069], [7.759, -1.928, -5.144], [12.933, -2.147, -6.340], [-4.452, 1.837, -0.384], [-6.536, 3.521, 0.145], [5.196, -5.331, -1.250], [-5.718, 2.986, 2.284], [8.377, -4.396, -2.063], [4.342, 0.112, -2.208], [8.920, -2.990, -6.621], [11.734, -3.756, -6.009], [-9.521, 6.069, 6.909], [-11.283, 5.279, 2.604], [-12.611, 6.342, 4.326], [6.037, -1.112, -2.348], [-9.969, 4.334, 3.838], [4.375, -3.336, -1.316], [-10.240, 4.149, 6.167], [3.376, -3.700, -1.048], [-1.848, -4.615, 1.489], [-11.788, 5.521, 5.975], [7.285, -0.483, -0.873], [-9.771, 2.527, 2.851], [-7.184, 4.595, 0.811], [-12.037, 4.056, 3.652], [8.828, -2.007, -2.444], [-3.860, 2.759, 1.383], [11.627, -4.823, -7.809], [-4.487, -0.711, 0.357], [-9.913, 2.915, 3.868], [12.957, -5.278, -6.691], [-9.055, 2.623, 4.476], [-4.436, 0.196, 2.245], [-9.565, 8.444, 6.099], [6.394, -4.106, -2.455], [-3.234, -3.509, 3.005], [-4.027, -3.455, 3.965], [11.274, -5.719, -6.327], [5.570, -0.179, -0.536], [-8.769, 7.900, 5.583], [-11.274, 4.851, 3.610], [10.365, -1.351, -3.038], [9.358, -1.659, -3.333], [7.811, -3.686, -4.919], [-7.763, 5.184, 0.089], [-4.934, 4.854, -0.052], [11.210, -0.633, -7.112], [10.754, -1.247, -5.551], [6.214, -2.208, -0.177], [0.621, -1.815, 1.865], [9.476, -2.728, -4.258], [3.227, -4.018, 2.011], [4.936, -2.836, -0.099], [-8.806, 8.162, 4.523], [-10.988, 4.705, 7.634], [-1.577, -0.723, 4.020], [4.605, -0.717, -3.752], [-11.634, 5.942, 4.619], [12.007, -2.569, -6.741], [-1.951, -2.555, 2.941]],
  "forces_ev_per_a": [[0.1, 0.1, 0.4], [0.3, -0.2, -0.2], [0.2, -0.1, 0.2], [0.3, 0.0, -0.1], [-1.4, 2.0, 0.8], [-0.1, 0.0, 0.0], [0.6, -0.3, -0.2], [-0.5, 0.2, 0.0], [-2.7, 3.9, 1.9], [0.2, -0.7, -0.1], [0.2, 0.0, 0.3], [0.0, 0.2, 0.1], [-0.3, 0.6, -0.1], [-0.3, 0.0, 0.1], [0.0, 0.0, -0.1], [-0.1, 0.0, 0.2], [0.2, 0.0, -0.1], [-0.1, -0.1, 0.2], [0.1, -0.1, 0.2], [-0.4, 0.5, 0.1], [0.0, 0.1, 0.2], [-1.6, -0.5, 3.6], [0.0, 0.0, -0.1], [0.1, -0.2, 0.0], [1.9, 0.6, -4.8], [0.1, 0.0, -0.2], [-0.1, -0.1, 0.0], [-0.2, 0.1, 0.0], [0.1, 0.2, 0.0], [0.0, 0.0, 0.1], [0.7, -1.0, 1.3], [0.4, -0.4, -0.4], [0.0, -0.1, 0.2], [0.0, 0.0, -0.1], [0.7, 1.8, 0.7], [0.1, 0.0, 0.2], [-0.2, 0.0, 1.6], [-0.2, -1.2, 0.5], [0.1, 0.3, 0.1], [0.0, 0.2, 0.0], [0.0, -0.2, 0.2], [0.0, 0.1, -0.3], [0.0, 0.1, -0.1], [0.1, -0.1, -0.1], [0.2, -0.2, -0.1], [-0.1, 0.2, 0.0], [0.1, 0.0, 0.2], [0.0, 0.1, -0.4], [0.0, 0.1, 0.1], [0.0, 0.2, -0.1], [-0.3, 0.0, 0.0], [0.2, 0.4, 0.4], [0.1, 0.2, -0.2], [-0.2, -0.1, -0.2], [0.0, 0.0, -0.1], [0.0, 0.0, 0.0], [-0.2, 0.0, 0.1], [-0.1, -0.2, -0.6], [-0.1, -0.6, -0.4], [-0.2, 0.1, 0.0], [0.0, -0.2, 0.1], [-0.6, 0.3, 0.2], [-0.4, -0.5, 0.2], [-0.2, -0.1, -0.1], [0.2, 0.1, -0.1], [0.2, -0.1, 0.2], [1.6, 0.5, 0.3], [0.2, 0.0, -0.2], [0.0, 0.1, 0.3], [-0.1, -0.2, 0.1], [-0.2, -0.3, -0.2], [0.2, 0.1, 0.0], [-0.2, 0.2, 0.1], [-0.2, -0.1, -0.1], [0.1, 0.0, 0.0], [0.0, 0.0, 0.1], [0.3, 0.3, -0.2], [-0.1, -0.1, -0.2], [0.0, 0.1, -0.1], [0.1, -0.1, -0.1], [0.0, 0.0, 0.0], [0.1, -0.3, 0.5], [-0.5, 2.3, 3.3], [2.4, -1.0, -4.6], [0.1, 0.0, 0.1], [-0.1, 0.0, -0.1], [0.3, -0.3, -0.2], [0.1, 0.1, 0.3], [0.0, -0.1, 0.0], [0.3, -0.4, 0.1], [-0.2, 0.0, -0.2], [0.1, 0.1, 0.2], [-0.1, -0.2, 0.0], [-0.1, -0.1, -0.1], [0.1, -0.2, 0.1], [0.2, 0.2, 0.2], [-0.5, -1.6, -0.4], [-0.1, 0.6, 0.0], [-0.4, -0.6, -0.3], [0.0, 0.0, -0.2], [0.0, -0.1, 0.1], [-0.1, 0.2, 0.0], [-0.4, -1.8, -1.0], [0.1, 0.0, 0.0], [-0.1, 0.1, -0.1], [-0.3, 0.0, 0.1], [0.7, -3.4, -3.1]],
  "lowdin_charge": [-0.112, -0.102, -0.121, 0.124, 0.038, 0.088, -0.199, -0.104, 0.147, -0.188, 0.127, 0.085, -0.187, 0.127, 0.089, 0.124, 0.106, 0.124, 0.092, -0.204, 0.126, -0.360, 0.087, 0.087, 0.062, -0.175, 0.090, 0.128, -0.175, 0.088, 0.070, -0.178, -0.170, 0.077, -0.128, 0.104, 0.128, -0.024, -0.179, 0.127, -0.190, 0.104, 0.119, 0.125, 0.105, 0.087, -0.172, -0.102, 0.122, 0.123, 0.105, -0.202, 0.127, 0.106, 0.079, 0.086, -0.170, -0.203, -0.187, 0.124, 0.127, -0.219, -0.212, -0.169, 0.104, 0.119, -0.265, -0.121, 0.122, 0.087, -0.100, 0.125, 0.069, -0.125, 0.086, 0.082, -0.110, 0.087, 0.087, 0.088, 0.086, -0.214, -0.363, 0.095, 0.086, 0.120, -0.109, -0.187, 0.089, -0.101, 0.118, 0.089, 0.124, 0.127, 0.105, -0.170, 0.110, -0.200, 0.121, -0.132, 0.087, 0.127, 0.888, 0.089, -0.174, -0.189, -0.507]
}

(2)
{
  "formula": "C32H25BN7O2W",
  "method": "ωB97M-V/def2-TZVPD",
  "total_charge": 1,
  "gap_ev": 5.57,
  "e_above_lowest_ev": 1.288,
  "mol_weight_g_mol": 734.3,
  "species": ["B", "H", "C", "N", "C", "H", "H", "H", "C", "N", "H", "H", "C", "C", "W", "N", "O", "H", "C", "C", "C", "C", "C", "N", "C", "H", "C", "H", "C", "C", "N", "C", "H", "C", "C", "H", "O", "N", "C", "C", "H", "H", "H", "H", "H", "H", "H", "C", "H", "C", "H", "C", "H", "C", "C", "H", "H", "N", "C", "C", "C", "C", "C", "H", "C", "C", "C", "H"],
  "xyz": [[-1.557, -1.390, -2.276], [1.460, 2.892, 2.835], [-2.053, 4.398, -1.714], [0.590, 0.990, 1.012], [-2.375, 2.153, 2.737], [-1.212, 4.508, -3.687], [-1.417, -4.369, -1.698], [1.625, -0.365, -5.655], [-0.573, -3.907, 0.325], [-0.415, -0.917, -3.184], [-3.637, 1.292, 0.228], [7.324, 3.344, 0.733], [-1.819, 5.012, -2.948], [-0.486, 3.353, 3.666], [-0.130, 0.281, -0.596], [1.401, 1.562, 0.038], [1.451, -0.876, -0.679], [3.046, 3.557, 0.631], [-3.142, 6.889, -2.252], [3.897, 1.628, 0.184], [-2.363, 6.252, -3.218], [5.182, 3.591, 0.720], [-0.359, -2.644, 0.865], [-4.158, 9.208, -2.751], [3.848, -1.130, -0.564], [-3.293, -0.443, -0.051], [6.373, 2.854, 0.577], [1.896, 1.271, -3.460], [-1.091, -3.679, -0.938], [-3.706, 8.176, -2.530], [0.306, 0.137, -2.718], [6.329, 1.529, 0.240], [-2.998, 4.570, 0.207], [0.397, 2.694, 2.819], [1.065, -0.385, -4.738], [-2.190, 6.734, -4.169], [-1.807, 0.588, 0.900], [-1.185, -2.358, -1.122], [-0.122, 1.758, 1.947], [-3.375, 6.286, -1.017], [0.054, -2.350, 1.816], [-3.699, 0.108, 1.583], [-3.977, 6.795, -0.277], [-3.438, 1.973, 2.702], [-2.511, 3.605, 4.298], [5.235, 4.640, 0.980], [-0.423, -2.042, -4.961], [-2.833, 5.045, -0.751], [-1.764, -0.306, -1.626], [-1.489, 1.510, 1.901], [7.243, 0.959, 0.127], [2.666, -0.376, -0.426], [-0.397, -4.859, 0.792], [-3.214, 0.381, 0.649], [-1.493, 3.118, -1.434], [3.799, -2.169, -0.859], [-0.111, 4.089, 4.362], [-0.747, -1.720, -0.015], [5.033, -0.493, -0.331], [-1.843, 3.080, 3.629], [1.207, 0.461, -3.635], [0.039, -1.246, -4.403], [2.681, 0.940, -0.023], [5.966, -1.034, -0.432], [5.093, 0.878, 0.031], [-1.009, 2.030, -1.187], [3.965, 2.994, 0.532], [-2.536, -1.708, -2.865]],
  "forces_ev_per_a": [[0.0, 0.0, 0.1], [0.0, 0.0, 0.0], [-0.1, 0.1, 0.0], [-0.3, 0.6, 0.1], [0.1, -0.1, -0.1], [0.0, 0.0, 0.0], [0.0, 0.0, 0.0], [0.0, 0.0, 0.0], [0.0, 0.0, 0.1], [0.3, 0.0, 0.0], [0.0, 0.0, 0.0], [0.0, 0.0, 0.0], [0.0, 0.0, 0.0], [0.1, 0.1, 0.0], [-0.2, -1.3, 1.3], [0.4, 0.3, -0.4], [0.0, -0.3, -0.1], [0.0, 0.0, 0.0], [0.1, -0.2, 0.0], [0.0, -0.1, 0.1], [0.0, 0.0, 0.0], [-0.1, 0.0, 0.0], [0.0, 0.0, 0.0], [0.0, 0.0, 0.0], [0.1, 0.1, 0.0], [0.0, 0.0, 0.0], [0.1, -0.1, 0.0], [0.0, 0.0, 0.0], [-0.1, 0.1, -0.1], [-0.1, 0.2, 0.0], [0.0, 0.1, -0.1], [0.0, 0.1, 0.0], [0.0, 0.0, 0.0], [0.0, -0.1, 0.0], [0.1, 0.0, 0.1], [0.0, 0.0, 0.0], [-0.1, 0.1, 0.2], [0.0, 0.0, -0.3], [-0.2, 0.1, -0.2], [0.0, 0.0, 0.0], [0.0, 0.0, 0.0], [0.0, 0.0, 0.0], [0.0, 0.0, 0.0], [0.0, 0.0, 0.0], [0.0, 0.0, 0.0], [0.0, 0.0, 0.0], [0.0, 0.0, 0.0], [0.0, 0.0, 0.0], [-0.2, 0.0, 0.0], [0.1, 0.0, -0.1], [0.0, 0.0, 0.0], [0.2, 0.5, 0.1], [0.0, 0.0, 0.0], [0.0, -0.1, 0.0], [0.1, -0.2, 0.1], [0.0, 0.0, 0.0], [0.0, 0.0, 0.0], [-0.1, -0.1, -0.2], [0.0, -0.1, 0.0], [-0.1, 0.0, 0.0], [0.0, 0.0, 0.0], [-0.1, 0.1, 0.0], [0.1, -0.6, -0.3], [0.0, 0.0, 0.0], [0.0, 0.1, 0.0], [-0.1, 0.6, -0.2], [0.1, 0.1, 0.0], [-0.1, 0.0, 0.0]],
  "nbo_charge": [0.294, 0.243, -0.075, -0.336, -0.268, 0.228, 0.241, 0.253, -0.314, -0.324, 0.215, 0.224, -0.175, -0.202, 1.853, -0.380, -0.655, 0.221, -0.147, 0.030, -0.160, -0.189, 0.031, -0.259, -0.257, 0.218, -0.214, 0.243, 0.033, 0.255, -0.310, -0.158, 0.223, -0.189, -0.319, 0.241, -0.495, -0.299, 0.126, -0.149, 0.239, 0.211, 0.238, 0.237, 0.234, 0.222, 0.240, -0.195, -0.023, 0.267, 0.218, 0.281, 0.254, -0.248, 0.171, 0.233, 0.236, -0.350, -0.134, -0.178, 0.030, 0.035, 0.010, 0.222, -0.100, -0.451, -0.220, 0.019]
}

These records have energy values of -2754.88201, -1859.87398 hartree, in the order they appear.
These records have strongest force on any atom values of 5.240, 1.836 eV/A, in the order they appear.